Record 1
Here is a cluster of 2 separate species, C57H68N5O in total at a distorted geometry from the OMol25 dataset. Energies are from the ωB97M-V functional and the def2-TZVPD basis.

As for the HOMO energy: -7.890 eV. Its total charge is +1. The calculation puts the orbital gap at 3.323 eV. Its total energy is -69703.510 eV.

XYZ file:
```
131
C57H68N5O | the OMol25 dataset | the ωB97M-V functional and the def2-TZVPD basis
C 3.29135 3.92765 -1.84586
C 4.28953 2.83765 -1.48215
C 5.72042 3.37074 -1.35870
C 4.15730 1.69007 -2.49049
C 4.88727 1.74129 -3.67437
C 4.70283 0.78015 -4.67047
C 3.76659 -0.23134 -4.49183
C 2.98378 -0.29108 -3.33599
C 1.84854 -1.32422 -3.30262
C 2.39889 -2.74518 -3.22676
C 0.92699 -1.17809 -4.51965
C 3.22607 0.64289 -2.30839
N 2.40427 0.64348 -1.12506
N 1.52071 1.64853 -0.94807
N 0.91807 1.39934 0.25022
C -0.41250 1.92607 0.50519
C -1.53201 1.09261 0.29738
C -1.41035 -0.21620 -0.48343
C -1.41937 0.05002 -1.98261
C -2.43990 -1.26846 -0.07315
C -2.78222 1.52713 0.73669
C -2.94046 2.80971 1.25755
C -1.85394 3.67818 1.32889
C -0.57137 3.24072 0.98881
C 0.59452 4.22231 1.12743
C 0.59908 4.93767 2.48621
C 0.56473 5.24655 -0.00844
C 1.40596 0.20594 0.78938
C 0.97938 -0.24703 2.08239
C 0.97434 -1.61696 2.44358
C 0.66514 -2.00246 3.74815
C 0.26051 -1.03934 4.68024
C 0.17408 0.31229 4.31421
C 0.56975 0.70890 3.04512
C 2.33958 -0.31336 -0.09023
C 3.05844 -1.50197 -0.03237
H 2.28490 3.49382 -1.84067
H 3.31721 4.76252 -1.13450
H 3.49103 4.32239 -2.85275
H 4.00662 2.44782 -0.49663
H 6.41344 2.54510 -1.16227
H 6.04343 3.89277 -2.26797
H 5.78937 4.07451 -0.52055
H 5.60382 2.55062 -3.83078
H 5.28878 0.82642 -5.58902
H 3.60303 -0.97715 -5.27378
H 1.25906 -1.13379 -2.39893
H 2.94761 -2.88313 -2.29036
H 1.58171 -3.47616 -3.26444
H 3.07829 -2.93635 -4.06837
H 0.51270 -0.16438 -4.57578
H 1.47694 -1.37759 -5.44772
H 0.09021 -1.88510 -4.46022
H -0.43013 -0.63832 -0.23272
H -0.63003 0.76454 -2.25050
H -1.25083 -0.87628 -2.54698
H -2.38384 0.47711 -2.29339
H -2.41242 -1.43028 1.01240
H -3.45666 -0.97391 -0.36605
H -2.20693 -2.22336 -0.56221
H -3.64336 0.85721 0.66000
H -3.92023 3.13360 1.60819
H -1.98652 4.70472 1.68385
H 1.51721 3.63112 1.04914
H 0.54938 4.21951 3.31458
H 1.52288 5.51936 2.59498
H -0.24991 5.62961 2.57887
H 0.48737 4.74946 -0.98258
H -0.29975 5.91668 0.09780
H 1.47565 5.85792 -0.00458
H 1.21382 -2.33932 1.66357
H 0.74341 -3.05231 4.04241
H 0.00187 -1.34431 5.69384
H -0.18054 1.06471 5.01898
H 0.57993 1.76079 2.75446
H 2.94552 -2.11025 0.85076
H 3.80869 -1.67181 -0.79668
C 7.83197 -9.15557 6.07811
N 6.94689 -8.01826 6.11899
C 7.17481 -6.99826 7.00189
O 8.08042 -6.94741 7.83498
C 6.15133 -5.91297 6.71870
C 6.84360 -4.57752 6.47139
C 7.70852 -4.68158 5.24039
C 8.99425 -5.22314 5.33670
C 9.75117 -5.43320 4.18660
C 9.23253 -5.08114 2.93689
C 7.97035 -4.48610 2.84533
C 7.22620 -4.25675 4.00059
N 5.44212 -6.42628 5.55367
C 4.58688 -5.65355 4.86062
C 3.88871 -6.08727 3.73443
C 3.12869 -5.25370 2.91380
C 2.16873 -5.82049 2.00340
C 0.92216 -5.18778 1.76922
C -0.07892 -5.82493 1.04794
C 0.15144 -7.09063 0.48928
C 1.39566 -7.71340 0.66322
C 2.39909 -7.08418 1.39114
C 5.92108 -7.76000 5.11964
C 6.52182 -7.79329 3.69022
C 6.35917 -9.23596 3.21954
C 5.35476 -9.93486 4.16332
C 4.86090 -8.89458 5.16957
H 8.45309 -9.12437 6.97748
H 7.25836 -10.08854 6.05858
H 8.49357 -9.12952 5.19972
H 5.46302 -5.86479 7.57883
H 6.09212 -3.79006 6.37110
H 7.45699 -4.37311 7.35902
H 9.38459 -5.49386 6.32188
H 10.74224 -5.87942 4.27714
H 9.81554 -5.26623 2.03426
H 7.55400 -4.19830 1.87857
H 6.24917 -3.76836 3.94534
H 4.40291 -4.65481 5.26720
H 3.86678 -7.16464 3.53745
H 3.14609 -4.17587 3.08310
H 0.75203 -4.20056 2.20562
H -1.04446 -5.33433 0.91447
H -0.63374 -7.59432 -0.07426
H 1.58692 -8.69088 0.22302
H 3.38719 -7.54302 1.49018
H 5.96281 -7.10058 3.05420
H 7.56190 -7.44306 3.72057
H 5.99822 -9.26852 2.18405
H 7.32934 -9.74757 3.23682
H 4.51974 -10.35927 3.59330
H 5.84252 -10.76673 4.68563
H 4.78732 -9.28031 6.19464
H 3.88357 -8.49163 4.88638
```

---

Record 2
Here is a cluster of 2 separate species, C57H74N4O2 in total at a distorted geometry from the OMol25 dataset. Energies are from the ωB97M-V functional and the def2-TZVPD basis.

As for the HOMO energy: -6.302 eV. The value obtained for the energy relative to the best compared isomer or geometry (same formula, charge and spin) is 0.0 kJ/mol. The calculation puts the orbital gap at 5.885 eV. Its total energy is -70362.864 eV.

XYZ file:
```
137
C57H74N4O2 | the OMol25 dataset | the ωB97M-V functional and the def2-TZVPD basis
C -3.69673 -5.30100 -3.09263
O -3.34270 -5.25124 -1.69246
C -2.26878 -4.50207 -1.32375
C -1.42239 -3.84388 -2.24313
C -0.40927 -3.02561 -1.77300
C -0.17536 -2.84685 -0.38582
C 0.92122 -2.01178 0.05586
N 0.81443 -1.14825 1.13377
C -0.34672 -0.82720 1.91676
C -0.28753 -0.98350 3.31103
C 0.97600 -1.40929 4.06779
C 0.79062 -2.78566 4.70177
C 1.38503 -0.36001 5.10105
C -1.45767 -0.78314 4.04159
C -2.63814 -0.39647 3.41864
C -2.65632 -0.16024 2.04876
C -1.50858 -0.33944 1.28005
C -1.52261 0.11473 -0.18473
C -1.37427 1.63316 -0.29223
C -2.76042 -0.38420 -0.92734
N 1.99589 -0.54358 1.38590
N 2.81502 -0.92756 0.37807
C 4.15406 -0.36669 0.32507
C 5.13565 -0.87801 1.18935
C 4.79357 -2.05919 2.09506
C 5.52160 -2.00329 3.43758
C 5.02572 -3.38136 1.37646
C 6.41140 -0.31325 1.17898
C 6.68504 0.77900 0.35754
C 5.67658 1.34372 -0.41938
C 4.39517 0.79857 -0.42823
C 3.29190 1.51523 -1.21920
C 3.55562 1.46380 -2.72296
C 3.11325 2.96027 -0.74595
C 2.22403 -1.94397 -0.40844
C 2.84136 -2.74052 -1.37391
C -1.03729 -3.52794 0.52350
C -2.02884 -4.36451 0.06785
H -4.56830 -5.95452 -3.12305
H -3.95647 -4.30045 -3.46815
H -2.87912 -5.72616 -3.69172
H -1.56310 -3.97363 -3.31971
H 0.20758 -2.47314 -2.48619
H 1.78320 -1.46440 3.33011
H 0.48584 -3.52096 3.94627
H 1.72842 -3.12933 5.15230
H 0.01754 -2.75533 5.48201
H 1.52842 0.61122 4.61516
H 0.62053 -0.25113 5.88069
H 2.33007 -0.64532 5.57569
H -1.42907 -0.94955 5.11771
H -3.54403 -0.26159 4.00572
H -3.57097 0.17585 1.56310
H -0.65016 -0.34025 -0.66381
H -0.45385 1.96242 0.20630
H -1.32617 1.94011 -1.34403
H -2.22466 2.13888 0.18519
H -2.90335 -1.45942 -0.77142
H -3.66341 0.14386 -0.59510
H -2.64243 -0.21529 -2.00465
H 3.71820 -1.96347 2.30647
H 5.35755 -1.03205 3.92025
H 5.13321 -2.78429 4.10142
H 6.60066 -2.15804 3.31275
H 4.46120 -3.41880 0.43741
H 6.09304 -3.49615 1.14166
H 4.70757 -4.22258 2.00383
H 7.18467 -0.72279 1.83249
H 7.67936 1.21940 0.35307
H 5.86443 2.24116 -1.01326
H 2.36143 0.97049 -1.01866
H 3.64073 0.42388 -3.05839
H 2.73408 1.93752 -3.27263
H 4.48711 1.98737 -2.97305
H 2.90495 2.98928 0.32995
H 4.01701 3.55319 -0.93829
H 2.27360 3.43006 -1.27113
H 3.92373 -2.83317 -1.38649
H 2.23879 -2.92602 -2.25184
H -0.90168 -3.38454 1.59750
H -2.66218 -4.92604 0.75392
C 0.32907 -8.31508 3.20546
N 0.76887 -8.79786 1.91403
C 0.97568 -10.23166 1.86303
C 0.97822 -7.99212 0.83300
C 1.01159 -8.54972 -0.47526
C 1.29747 -7.76341 -1.56908
C 1.71339 -6.40068 -1.42945
C 2.19212 -5.64789 -2.53550
C 2.79123 -6.22375 -3.68551
C 2.80828 -5.50230 -4.92678
C 3.37846 -5.99257 -6.07159
C 3.52689 -5.15345 -7.36998
C 5.01669 -4.91224 -7.65192
C 2.84426 -3.79121 -7.24835
C 2.92003 -5.86923 -8.58348
C 3.93352 -7.35923 -6.05274
O 4.45229 -7.85216 -7.08489
C 3.86150 -8.14283 -4.80642
C 4.39891 -9.59864 -4.80918
C 3.78495 -10.42940 -5.94464
C 4.10076 -10.33216 -3.50038
C 5.91948 -9.57915 -5.01316
C 3.41067 -7.52101 -3.67227
C 1.57338 -5.83233 -0.12513
C 1.17248 -6.58309 0.96152
H -0.03734 -7.28746 3.14955
H -0.48230 -8.95884 3.57203
H 1.14430 -8.36826 3.94175
H 1.67880 -10.49892 1.06789
H 1.38164 -10.56201 2.82759
H 0.02878 -10.76572 1.69315
H 0.80922 -9.61348 -0.61217
H 1.19936 -8.18379 -2.57010
H 1.97567 -4.59252 -2.56054
H 2.34719 -4.51049 -4.92622
H 5.51852 -5.86804 -7.82846
H 5.13127 -4.27466 -8.53811
H 5.48113 -4.41196 -6.79378
H 1.76416 -3.90319 -7.09418
H 3.27523 -3.20346 -6.42952
H 2.99308 -3.22695 -8.17883
H 1.85012 -6.04772 -8.42909
H 3.04538 -5.24054 -9.47445
H 3.42392 -6.82473 -8.74873
H 4.02667 -9.98367 -6.91266
H 4.19818 -11.44526 -5.90641
H 2.69664 -10.48938 -5.83459
H 4.60872 -9.86731 -2.64728
H 3.02113 -10.37549 -3.30610
H 4.46714 -11.36503 -3.58225
H 6.39887 -8.99302 -4.22030
H 6.31241 -10.60382 -4.98459
H 6.15042 -9.13207 -5.98492
H 3.53385 -8.02124 -2.70841
H 1.80921 -4.77296 -0.00834
H 1.06869 -6.11569 1.94218
```

---

Question: What is the orbital gap in the second record?
Answer: 5.885 eV

---

Question: What is the orbital gap in the second record?
Answer: 5.885 eV